Computed, not measured: a 2-piece molecular cluster, C9H14 overall, with wB97M-V/def2-TZVPD.

Output
Net charge: +1
Spin multiplicity: 2
HOMO-LUMO gap (spin up / spin down), eV: 9.97 / 5.89
HOMO (spin up / spin down), eV: -14.4 / -14.4
LUMO (spin up / spin down), eV: -4.439 / -8.518
ΔE to the lowest compared entry with this formula, charge and spin, kcal per mole: 30.64

```
23
Properties=species:S:1:pos:R:3:nbo_charge:R:1
C -0.734 -2.986 -0.533 -0.617
C -2.239 -2.485 -0.360 -0.606
H -0.346 -2.679 -1.501 0.204
H -0.036 -2.642 0.253 0.188
H -0.862 -4.083 -0.590 0.226
H -2.073 -1.503 0.042 0.172
H -2.798 -3.212 0.165 0.224
H -2.746 -2.236 -1.308 0.212
C -1.698 1.589 -0.366 -0.685
C 1.205 0.155 1.417 -0.060
C 2.287 0.597 0.654 -0.032
C -0.087 0.415 1.033 -0.252
C -0.293 1.162 -0.091 0.203
C 2.087 1.206 -0.523 -0.247
C 0.817 1.626 -0.891 0.001
H 1.249 -0.417 2.358 0.259
H 3.362 0.363 0.895 0.261
H -0.998 0.092 1.660 0.269
H 2.929 1.481 -1.070 0.250
H -1.912 1.642 -1.371 0.248
H -1.942 2.451 0.195 0.279
H 0.635 2.255 -1.685 0.237
H -2.530 0.811 -0.081 0.266
```

=====

Computed, not measured: a 2-piece molecular cluster, C3H8BNO overall, with wB97M-V/def2-TZVPD.

Output
Net charge: 0
HOMO-LUMO gap (spin up / spin down), eV: 9.06 / 7.87
HOMO (spin up / spin down), eV: -8.6 / -7.6
LUMO (spin up / spin down), eV: 0.420 / 0.227
ΔE to the lowest compared entry with this formula, charge and spin, kcal per mole: 155.51

```
14
Properties=species:S:1:pos:R:3:nbo_charge:R:1
B -0.478 -1.359 -0.013 1.016
C 0.958 -0.891 -0.266 -0.906
C 0.938 0.670 -0.391 -0.412
C -0.267 1.285 0.319 -0.270
N -1.372 0.764 -0.421 -0.322
O -1.577 -0.615 -0.047 -0.620
H -0.979 -3.473 1.181 -0.249
H 1.595 -1.150 0.580 0.260
H 1.334 -1.328 -1.231 0.262
H 1.921 0.974 0.092 0.219
H 0.991 0.705 -1.538 0.232
H -0.387 0.929 1.448 0.189
H -0.351 2.408 0.402 0.235
H -2.326 1.081 -0.116 0.367
```

=====

Computed, not measured: one molecule with the formula C3H6P2, with wB97M-V/def2-TZVPD.

Output
Net charge: 0
HOMO-LUMO gap, eV: 8.49
HOMO, eV: -8.4
LUMO, eV: 0.133
ΔE to the lowest compared entry with this formula, charge and spin, kcal per mole: 34.72

```
11
Properties=species:S:1:pos:R:3:nbo_charge:R:1
C 0.315 -0.925 0.098 -0.608
C -0.476 1.573 0.487 -0.576
C -0.437 0.223 -0.423 -0.486
P 1.271 -1.418 1.359 0.417
P 0.599 -2.734 -0.166 0.240
H 1.732 -2.752 -1.367 -0.076
H 0.420 2.264 0.332 0.205
H -0.431 1.352 1.460 0.204
H -1.326 2.084 0.362 0.204
H -0.106 0.320 -1.470 0.242
H -1.560 0.014 -0.672 0.235
```

=====

Computed, not measured: an isolated ion of composition C4H9N2 and charge +1, with wB97M-V/def2-TZVPD.

Output
Net charge: +1
HOMO-LUMO gap, eV: 11.92
HOMO, eV: -15.2
LUMO, eV: -3.302
ΔE to the lowest compared entry with this formula, charge and spin, kcal per mole: 52.28

```
15
Properties=species:S:1:pos:R:3:nbo_charge:R:1
C 1.043 0.090 -0.023 0.564
C -1.043 0.297 -0.168 0.187
C 2.472 0.045 0.105 -0.701
C -2.253 -0.471 0.086 -0.719
N 0.206 -0.504 -0.829 -0.540
N 0.102 0.819 0.685 -0.565
H -1.298 1.212 -0.774 0.233
H 2.768 1.091 -0.156 0.286
H 2.840 -0.744 -0.563 0.273
H 2.680 -0.103 1.232 0.284
H -2.378 -0.951 1.063 0.262
H -2.623 -1.274 -0.599 0.287
H -3.098 0.177 0.216 0.260
H 0.261 -0.975 -1.773 0.458
H 0.321 1.292 1.497 0.432
```

=====

Computed, not measured: a 2-piece molecular cluster, C3H8O2 overall, with wB97M-V/def2-TZVPD.

Output
Net charge: 0
HOMO-LUMO gap, eV: 10.56
HOMO, eV: -9.8
LUMO, eV: 0.746
ΔE to the lowest compared entry with this formula, charge and spin, kcal per mole: 35.86

```
13
Properties=species:S:1:pos:R:3:nbo_charge:R:1
C 1.612 1.235 0.639 -0.246
O 2.078 -0.107 0.643 -0.734
H 1.103 1.433 -0.297 0.173
H 2.440 1.922 0.797 0.173
H 0.941 1.359 1.488 0.166
H 1.908 -0.529 1.476 0.471
O -3.169 -0.501 -0.306 -0.526
C -1.986 -0.272 -0.274 0.441
C -0.951 -1.168 -0.929 -0.741
H -1.623 0.654 0.215 0.097
H 0.023 -0.702 -0.821 0.236
H -1.176 -2.190 -0.636 0.248
H -1.199 -1.135 -1.996 0.241
```

=====

Computed, not measured: C5H10O as an isolated structure, with wB97M-V/def2-TZVPD.

Output
Net charge: 0
HOMO-LUMO gap, eV: 10.72
HOMO, eV: -9.6
LUMO, eV: 1.123
ΔE to the lowest compared entry with this formula, charge and spin, kcal per mole: 25.46

```
16
Properties=species:S:1:pos:R:3:nbo_charge:R:1
C -1.357 0.489 -0.638 -0.617
C -0.722 -0.167 0.580 -0.261
C -0.404 -1.644 0.311 -0.058
O 0.950 -1.314 -0.041 -0.537
C 0.809 -0.054 0.649 0.111
C 1.504 1.131 0.025 -0.635
H -1.250 1.580 -0.632 0.210
H -2.425 0.251 -0.678 0.214
H -0.890 0.105 -1.552 0.212
H -1.248 0.098 1.501 0.203
H -0.942 -2.112 -0.519 0.177
H -0.446 -2.294 1.195 0.169
H 1.161 -0.172 1.688 0.163
H 1.220 1.278 -1.021 0.214
H 2.593 1.033 0.076 0.222
H 1.219 2.029 0.587 0.214
```

=====

Computed, not measured: a 2-piece molecular cluster, C2H3F overall, with wB97M-V/def2-TZVPD.

Output
Net charge: 0
HOMO-LUMO gap (spin up / spin down), eV: 9.98 / 10.25
HOMO (spin up / spin down), eV: -10.6 / -9.9
LUMO (spin up / spin down), eV: -0.580 / 0.325
ΔE to the lowest compared entry with this formula, charge and spin, kcal per mole: 122.45

```
6
Properties=species:S:1:pos:R:3:nbo_charge:R:1
C 0.174 -0.092 1.001 -0.632
C 0.006 1.017 0.412 0.500
F -0.148 2.260 0.928 -0.329
H 0.154 -1.019 0.569 0.234
H 0.311 -0.002 2.053 0.226
H -0.242 1.441 -2.472 0.000
```

=====

Computed, not measured: a 2-piece molecular cluster, C26H30NO7 overall, with wB97M-V/def2-TZVPD.

Output
Net charge: -1
HOMO-LUMO gap, eV: 4.45
HOMO, eV: -2.1
LUMO, eV: 2.353
ΔE to the lowest compared entry with this formula, charge and spin, kcal per mole: 0.00

```
64
Properties=species:S:1:pos:R:3:nbo_charge:R:1
C 0.080 5.704 -2.187 -0.624
C -0.332 4.670 -1.179 -0.075
O 0.307 3.419 -1.556 -0.514
C -0.117 2.368 -0.835 0.779
C 0.538 1.064 -1.219 -0.266
C -0.296 0.033 -1.455 -0.021
C 0.075 -1.313 -1.855 -0.125
C 1.049 -2.072 -1.167 -0.107
C 1.386 -3.335 -1.591 -0.289
C 0.770 -3.884 -2.746 0.396
O 1.166 -5.128 -3.120 -0.521
C 0.790 -5.628 -4.423 -0.255
C -0.243 -3.162 -3.412 -0.353
C -0.598 -1.913 -2.937 -0.149
C 2.030 0.961 -1.399 0.785
O 2.579 0.035 -1.975 -0.608
O 2.718 1.983 -0.864 -0.501
C 4.146 1.811 -1.051 -0.074
C 4.801 3.077 -0.589 -0.625
O -0.986 2.421 0.020 -0.562
H -0.353 6.665 -1.909 0.211
H 1.165 5.822 -2.236 0.209
H -0.280 5.453 -3.187 0.209
H 0.011 4.923 -0.168 0.194
H -1.419 4.533 -1.171 0.200
H -1.359 0.273 -1.422 0.234
H 1.536 -1.643 -0.290 0.227
H 2.148 -3.918 -1.073 0.222
H 1.352 -6.556 -4.514 0.197
H -0.288 -5.830 -4.471 0.178
H 1.072 -4.934 -5.226 0.181
H -0.740 -3.590 -4.284 0.213
H -1.389 -1.342 -3.431 0.208
H 4.474 0.944 -0.462 0.191
H 4.342 1.623 -2.113 0.194
H 5.864 3.027 -0.824 0.207
H 4.380 3.953 -1.089 0.213
H 4.699 3.218 0.490 0.214
C -1.041 -5.557 0.082 -0.621
C -1.897 -4.364 0.412 -0.072
O -1.229 -3.580 1.422 -0.541
C -1.968 -2.527 1.860 0.718
C -1.124 -1.630 2.674 -0.292
N -1.604 -0.508 3.076 -0.347
C -0.972 0.497 3.596 -0.150
C -1.602 1.695 4.094 -0.020
C -0.791 2.842 4.280 -0.235
C -1.344 4.018 4.769 -0.222
C -2.710 4.073 5.090 -0.299
C -3.520 2.940 4.908 -0.213
C -2.982 1.752 4.398 -0.229
O -3.144 -2.345 1.602 -0.677
H -1.439 -6.047 -0.808 0.197
H 0.000 -5.293 -0.117 0.211
H -1.055 -6.283 0.900 0.199
H -2.041 -3.726 -0.473 0.174
H -2.876 -4.680 0.793 0.187
H -0.122 -2.016 2.908 0.131
H 0.134 0.487 3.622 0.111
H 0.271 2.770 4.027 0.196
H -0.710 4.895 4.903 0.189
H -3.137 5.001 5.481 0.189
H -4.578 2.988 5.171 0.192
H -3.600 0.862 4.251 0.228
```

=====

Computed, not measured: one molecule with the formula C16H14B2O4, with wB97M-V/def2-TZVPD.

Output
Net charge: 0
HOMO-LUMO gap, eV: 8.77
HOMO, eV: -9.5
LUMO, eV: -0.729
ΔE to the lowest compared entry with this formula, charge and spin, kcal per mole: 0.00

```
36
Properties=species:S:1:pos:R:3:nbo_charge:R:1
C 2.226 0.877 3.115 -1.018
B 1.374 1.999 2.403 1.078
O 1.587 3.348 2.658 -0.925
C 0.201 1.609 1.396 -0.324
C -1.087 2.067 1.671 -0.169
C -2.147 1.714 0.848 -0.163
C -1.951 0.921 -0.287 -0.335
B -3.241 0.577 -1.155 1.025
C -4.347 -0.335 -0.491 -1.006
O -3.389 1.123 -2.394 -0.879
C -0.654 0.477 -0.584 -0.027
C 0.413 0.823 0.265 -0.127
C 1.769 0.347 -0.059 0.539
O 2.769 0.956 0.233 -0.516
C 1.852 -0.941 -0.786 -0.047
C 2.969 -1.763 -0.667 -0.189
C 3.031 -2.954 -1.379 -0.193
C 1.976 -3.333 -2.205 -0.195
C 0.866 -2.504 -2.328 -0.158
C 0.800 -1.310 -1.623 -0.144
C -0.356 -0.383 -1.769 0.536
O -0.966 -0.357 -2.806 -0.513
H 2.103 0.967 4.196 0.234
H 1.864 -0.102 2.809 0.220
H 3.272 0.954 2.836 0.262
H 1.158 3.617 3.477 0.502
H -1.257 2.694 2.535 0.208
H -3.136 2.079 1.085 0.210
H -5.225 -0.465 -1.116 0.226
H -4.653 0.168 0.427 0.242
H -3.921 -1.296 -0.208 0.243
H -3.698 0.485 -3.044 0.504
H 3.777 -1.433 -0.031 0.233
H 3.917 -3.562 -1.274 0.219
H 2.044 -4.254 -2.761 0.219
H 0.064 -2.810 -2.983 0.230
```